No. 1
C48H120BClF4N8O16Tl as an isolated structure at a distorted geometry. Source: OMol25; level of theory: wB97M-V/def2-TZVPD.

Each line ends with the Mulliken charge.
Element x y z (Å)
Tl -21.329 14.873 -2.558  1.47
Cl -20.436 12.794 -3.875  -0.42
B -23.031 17.167 -3.890  0.23
F -22.783 15.839 -4.271  -0.45
F -24.329 17.293 -3.392  -0.05
F -22.172 17.221 -2.731  -1.09
F -22.791 18.117 -4.809  0.01
C -29.717 21.778 -0.717  -0.37
O -28.594 22.565 -0.268  -0.12
C -29.011 23.573 0.706  -0.57
C -27.823 24.426 1.001  -0.44
N -27.267 24.902 -0.161  -0.25
C -25.866 25.453 -0.098  -0.59
C -25.535 26.325 -1.256  -0.75
O -25.621 25.761 -2.547  -0.16
C -26.308 26.621 -3.518  -0.82
H -30.258 22.232 -1.588  0.24
H -30.274 21.523 0.174  0.41
H -29.296 20.818 -1.089  -0.26
H -29.253 22.996 1.594  0.36
H -29.857 24.173 0.193  0.29
H -27.108 23.771 1.574  0.23
H -28.161 25.213 1.671  0.29
H -27.305 24.268 -0.916  0.20
H -25.136 24.673 0.026  0.25
H -25.714 26.080 0.810  0.44
H -24.592 26.850 -1.004  0.36
H -26.250 27.154 -1.208  0.43
H -25.990 27.734 -3.476  0.30
H -27.400 26.718 -3.311  0.34
H -26.048 26.250 -4.521  0.23
C -19.972 20.568 -2.407  -0.16
O -19.056 19.785 -1.665  -0.24
C -17.681 20.310 -1.646  -0.30
C -16.838 19.457 -0.700  -0.68
N -15.443 19.831 -0.756  -0.17
C -15.016 21.163 -0.370  -0.67
C -13.680 21.195 0.271  -0.54
O -12.664 20.958 -0.656  -0.34
C -11.356 21.150 -0.068  -0.79
H -19.934 21.604 -2.027  0.51
H -20.907 20.102 -2.272  -0.74
H -19.772 20.542 -3.481  0.34
H -17.674 21.408 -1.449  0.53
H -17.106 20.229 -2.605  0.13
H -16.919 18.402 -1.016  0.10
H -17.148 19.494 0.339  0.29
H -14.976 19.548 -1.620  0.22
H -15.763 21.610 0.374  0.39
H -15.140 21.793 -1.266  0.34
H -13.693 20.494 1.132  0.30
H -13.476 22.191 0.709  0.41
H -10.738 20.304 -0.438  0.27
H -11.368 21.018 1.007  0.35
H -10.868 22.123 -0.194  0.29
C -16.430 17.180 -5.323  -0.49
O -17.613 16.753 -4.701  -0.41
C -18.533 17.834 -4.568  0.54
C -19.810 17.241 -3.959  -0.29
N -19.592 16.135 -3.005  -0.28
C -19.097 16.624 -1.665  0.83
C -20.203 16.764 -0.533  -0.42
O -20.955 15.593 -0.272  0.08
C -20.451 14.481 0.607  -0.74
H -15.881 16.272 -5.582  0.30
H -15.866 17.822 -4.696  0.30
H -16.645 17.699 -6.213  0.08
H -18.855 18.345 -5.483  0.30
H -18.037 18.478 -3.852  -0.52
H -20.313 16.791 -4.796  0.79
H -20.392 18.040 -3.434  -0.51
H -18.972 15.463 -3.527  0.56
H -18.836 17.712 -1.845  -1.03
H -18.159 16.081 -1.373  0.61
H -20.952 17.534 -0.784  -0.67
H -19.714 17.104 0.396  0.99
H -19.757 14.874 1.377  0.40
H -19.927 13.794 -0.086  0.31
H -21.399 14.047 1.020  0.06
C -27.564 19.769 -7.090  -1.04
O -27.081 20.569 -6.020  0.19
C -25.658 20.776 -6.079  -0.70
C -25.253 21.236 -4.737  -0.26
N -23.848 21.134 -4.561  0.46
C -23.335 21.512 -3.240  1.00
C -22.617 22.864 -3.244  -0.49
O -22.053 23.145 -1.992  -0.19
C -21.109 24.203 -1.994  -0.94
H -27.374 20.301 -8.036  0.37
H -28.609 19.535 -6.919  0.38
H -27.009 18.823 -7.223  0.27
H -25.316 21.539 -6.745  0.34
H -25.063 19.889 -6.368  0.27
H -25.860 20.747 -3.955  -0.06
H -25.566 22.288 -4.710  0.26
H -23.578 20.137 -4.772  -0.39
H -22.647 20.684 -2.858  -1.07
H -24.186 21.554 -2.606  0.42
H -23.315 23.604 -3.584  0.46
H -21.777 22.863 -4.011  0.11
H -20.334 23.971 -2.762  0.35
H -20.669 24.142 -0.969  0.21
H -21.566 25.081 -2.305  0.32
C -30.137 22.173 -6.241  -0.77
O -30.360 20.819 -5.899  -0.42
C -30.053 20.566 -4.534  0.22
C -30.032 19.088 -4.356  -0.75
N -29.338 18.624 -3.172  -0.24
C -27.884 18.554 -3.327  1.56
C -27.463 17.494 -4.262  0.14
O -27.781 16.247 -3.634  -0.45
C -27.247 15.231 -4.463  -0.64
H -29.367 22.456 -5.546  0.34
H -31.088 22.801 -6.246  0.23
H -29.737 22.283 -7.222  0.26
H -30.797 21.097 -3.899  0.46
H -29.032 20.852 -4.228  -0.04
H -29.539 18.797 -5.212  -0.07
H -31.074 18.641 -4.424  0.38
H -29.761 17.778 -2.859  0.38
H -27.532 18.478 -2.308  -0.95
H -27.656 19.520 -3.780  -0.78
H -26.354 17.550 -4.516  -0.30
H -27.998 17.498 -5.192  0.58
H -27.506 14.271 -4.012  0.32
H -26.166 15.273 -4.590  0.11
H -27.656 15.346 -5.498  0.29
C -28.013 20.075 4.147  -0.86
O -27.691 19.839 2.748  -0.31
C -28.400 18.792 2.080  -0.91
C -27.762 18.642 0.720  -0.18
N -26.365 18.456 0.975  -0.06
C -25.381 18.622 -0.045  0.26
C -24.042 18.603 0.676  -0.14
O -24.050 19.346 1.898  -0.56
C -24.197 20.761 1.626  -0.66
H -27.831 21.125 4.323  0.24
H -27.319 19.432 4.763  0.28
H -29.083 19.895 4.367  0.34
H -29.487 19.065 2.078  0.48
H -28.345 17.888 2.661  0.42
H -27.946 19.619 0.150  0.00
H -28.085 17.762 0.147  0.27
H -26.191 19.013 1.747  0.49
H -25.460 19.500 -0.695  0.48
H -25.382 17.824 -0.822  -0.70
H -23.287 18.954 0.007  0.33
H -23.991 17.531 0.940  -0.10
H -23.323 21.173 1.194  0.38
H -24.356 21.198 2.606  0.34
H -25.094 20.941 1.009  0.17
C -24.729 13.882 2.125  -0.92
O -24.080 14.348 0.946  -0.16
C -24.896 14.814 -0.055  -1.14
C -23.979 15.262 -1.240  -0.12
N -23.190 14.086 -1.708  -0.08
C -23.890 13.295 -2.869  0.01
C -23.743 11.769 -2.597  -0.93
O -23.839 11.584 -1.205  -0.32
C -24.238 10.311 -0.651  -0.91
H -25.633 13.297 1.832  0.32
H -25.017 14.806 2.688  0.29
H -23.984 13.260 2.659  0.25
H -25.511 15.697 0.156  0.60
H -25.549 14.042 -0.499  0.51
H -23.286 16.025 -0.858  0.15
H -24.468 15.805 -2.004  0.15
H -23.111 13.423 -0.916  0.72
H -23.389 13.606 -3.868  0.31
H -24.923 13.590 -2.978  0.06
H -22.905 11.305 -3.041  0.45
H -24.515 11.320 -3.254  0.40
H -25.336 10.222 -0.587  0.33
H -23.918 10.203 0.419  0.25
H -23.844 9.463 -1.173  0.37
C -16.425 20.262 -7.336  -0.79
O -17.251 19.125 -7.502  -0.34
C -18.310 19.348 -8.404  -0.37
C -18.988 18.073 -8.746  -0.42
N -20.259 18.327 -9.417  -0.23
C -21.450 18.434 -8.645  -1.24
C -21.634 19.617 -7.700  0.86
O -21.157 20.815 -8.346  -0.40
C -21.650 22.030 -7.874  -0.51
H -15.497 19.887 -6.917  0.29
H -16.862 20.969 -6.599  0.27
H -16.205 20.853 -8.345  0.27
H -17.937 19.791 -9.363  0.42
H -19.054 20.030 -7.951  0.27
H -19.207 17.582 -7.769  -0.12
H -18.435 17.412 -9.338  0.41
H -20.143 18.964 -10.132  0.32
H -21.496 17.426 -8.070  0.19
H -22.266 18.429 -9.336  0.51
H -21.032 19.581 -6.800  -0.16
H -22.668 19.574 -7.441  0.14
H -22.670 22.199 -8.211  0.26
H -21.016 22.774 -8.307  0.32
H -21.567 22.153 -6.766  0.03

- HOMO energy: -9.67 eV
- Net charge: +1
- E_tot: -4599.22856 hartree

***

No. 2
A 9-piece molecular cluster, C48H120Cl3N4O4P2 overall at a distorted geometry. Source: OMol25; level of theory: wB97M-V/def2-TZVPD.

Each line ends with the Mulliken charge.
Element x y z (Å)
C 6.089 5.353 -5.342  -1.29
C 5.509 5.862 -6.690  0.18
C 4.332 4.999 -7.022  -0.62
O 4.728 3.621 -7.050  -0.33
C 3.811 2.676 -7.679  -0.77
N 4.962 7.274 -6.489  -0.11
H 4.296 7.438 -5.661  -0.14
H 5.734 7.948 -6.256  0.42
H 4.483 7.666 -7.312  0.39
H 6.212 4.266 -5.488  0.34
H 5.405 5.486 -4.502  0.33
H 6.997 5.795 -5.047  0.45
H 6.227 5.923 -7.518  0.30
H 4.025 5.250 -8.026  0.41
H 3.497 5.165 -6.303  0.35
H 2.847 2.907 -7.317  0.35
H 4.130 1.669 -7.354  0.23
H 3.805 2.855 -8.743  0.31
C 0.038 7.535 -1.779  -1.24
C -0.333 8.883 -2.484  0.28
C -1.468 9.665 -1.856  -0.63
O -2.663 9.114 -2.488  -0.32
C -3.835 9.693 -1.986  -0.73
N 0.986 9.610 -2.586  -0.09
H 1.345 9.817 -1.633  0.41
H 1.713 9.019 -3.079  -0.04
H 0.971 10.509 -3.100  0.41
H -0.844 6.821 -1.689  0.32
H 0.401 7.753 -0.746  0.39
H 0.864 6.990 -2.304  0.36
H -0.619 8.739 -3.521  0.30
H -1.344 10.728 -2.172  0.38
H -1.420 9.637 -0.742  0.32
H -3.790 10.799 -1.956  0.31
H -4.058 9.315 -0.991  0.31
H -4.678 9.389 -2.602  0.25
C -0.544 -3.347 1.313  -1.40
C -0.365 -1.824 1.062  0.16
C -0.741 -1.293 -0.282  -0.13
O -0.473 0.125 -0.230  -0.47
C -0.753 0.811 -1.396  -0.76
N -1.146 -1.097 2.062  0.95
H -1.112 -0.109 1.821  0.45
H -2.147 -1.418 2.086  -0.27
H -0.749 -1.229 2.998  -0.46
H -0.426 -3.583 2.403  0.29
H 0.329 -3.845 0.820  0.48
H -1.434 -3.749 0.910  0.29
H 0.675 -1.673 1.245  0.37
H -1.808 -1.473 -0.487  -0.21
H -0.137 -1.742 -1.049  0.56
H -0.446 1.825 -1.149  0.36
H -1.887 0.760 -1.598  0.28
H -0.249 0.331 -2.260  0.24
C -3.499 -3.375 4.051  -0.77
C -4.294 -2.104 4.381  -0.03
C -3.625 -0.780 4.703  -0.59
O -3.328 -0.086 3.502  -0.24
C -2.563 1.079 3.541  -1.04
N -5.098 -1.817 3.142  -0.06
H -5.818 -2.531 3.097  0.35
H -5.578 -0.919 3.202  0.38
H -4.534 -1.749 2.190  -0.18
H -3.195 -3.412 3.021  0.20
H -4.050 -4.244 4.435  0.45
H -2.585 -3.362 4.736  0.02
H -4.986 -2.271 5.166  0.63
H -2.766 -0.975 5.342  0.13
H -4.405 -0.225 5.291  0.50
H -2.548 1.576 2.555  0.30
H -1.532 0.970 3.823  0.39
H -3.066 1.879 4.087  0.39
C 1.956 2.478 7.254  -1.12
C 2.620 1.959 8.574  -0.65
C 2.194 0.527 9.175  -0.55
C 2.275 -0.726 8.222  -1.24
P 2.981 -2.272 8.909  0.08
C 4.476 -1.849 9.873  -0.98
C 5.446 -0.898 9.139  -0.07
C 6.367 -0.326 10.168  -0.77
C 7.342 -1.365 10.743  -1.14
C 1.869 -3.199 9.947  -1.07
C 0.807 -4.131 9.239  -0.94
C -0.069 -3.363 8.264  0.65
C -0.873 -2.308 8.945  -1.16
C 3.495 -3.274 7.428  -1.14
C 4.319 -4.486 7.950  -0.91
C 4.587 -5.523 6.830  -0.62
C 5.047 -4.892 5.469  -1.11
H 0.909 2.056 7.053  0.24
H 2.533 2.206 6.400  0.35
H 1.790 3.626 7.261  0.31
H 2.369 2.608 9.378  0.50
H 3.730 1.995 8.467  0.22
H 1.154 0.663 9.557  0.44
H 2.857 0.444 10.087  0.25
H 3.026 -0.573 7.499  0.60
H 1.324 -0.883 7.755  0.81
H 4.867 -2.871 10.112  0.55
H 4.210 -1.347 10.845  0.64
H 4.980 -0.046 8.571  0.14
H 6.179 -1.388 8.421  0.24
H 5.799 0.104 10.977  0.39
H 6.948 0.499 9.740  0.38
H 6.742 -2.210 11.155  0.26
H 7.893 -0.999 11.663  0.36
H 8.093 -1.822 10.084  0.33
H 1.436 -2.460 10.664  0.55
H 2.473 -3.856 10.589  0.57
H 0.223 -4.651 10.025  0.53
H 1.272 -5.054 8.742  0.20
H -0.816 -4.001 7.796  0.50
H 0.461 -3.047 7.325  -0.40
H -0.308 -1.621 9.672  0.14
H -1.667 -2.715 9.606  0.42
H -1.468 -1.727 8.273  0.16
H 4.021 -2.715 6.661  0.68
H 2.623 -3.639 6.935  0.93
H 3.951 -4.928 8.876  0.41
H 5.278 -4.075 8.186  0.33
H 3.538 -6.019 6.668  0.26
H 5.297 -6.228 7.229  0.45
H 5.875 -4.164 5.606  0.30
H 4.287 -4.187 5.077  0.28
H 5.252 -5.677 4.789  0.39
C -4.707 -3.305 -3.122  -1.47
C -3.195 -3.402 -3.224  0.20
C -2.439 -2.712 -4.395  -0.66
C -3.144 -3.011 -5.777  -1.01
P -2.498 -2.110 -7.182  0.73
C -0.847 -2.741 -7.659  -1.12
C -0.115 -1.972 -8.721  -0.96
C -0.433 -2.388 -10.165  -0.52
C -0.190 -3.955 -10.387  -1.09
C -3.517 -2.370 -8.685  -0.86
C -3.658 -3.858 -8.963  -0.50
C -5.048 -4.224 -9.444  -0.91
C -5.539 -3.475 -10.675  -1.12
C -2.562 -0.364 -6.749  -1.38
C -3.807 0.125 -5.910  -0.65
C -3.455 1.376 -5.075  -0.20
C -4.675 1.997 -4.399  -1.39
H -5.193 -3.979 -3.823  0.44
H -5.108 -2.309 -3.243  0.26
H -4.939 -3.606 -2.130  0.43
H -2.912 -4.478 -3.318  0.35
H -2.806 -2.942 -2.309  -0.23
H -1.410 -3.154 -4.426  0.34
H -2.356 -1.634 -4.302  0.31
H -4.197 -2.839 -5.647  0.49
H -2.777 -4.040 -5.927  0.65
H -0.913 -3.796 -7.803  0.69
H -0.315 -2.658 -6.713  0.56
H 0.928 -2.092 -8.623  0.54
H -0.237 -0.903 -8.647  0.28
H 0.332 -1.915 -10.738  0.48
H -1.351 -1.992 -10.606  0.37
H -1.036 -4.549 -10.012  0.26
H 0.724 -4.241 -9.844  0.35
H -0.257 -4.147 -11.474  0.37
H -2.902 -1.815 -9.446  0.17
H -4.469 -1.903 -8.597  0.90
H -3.285 -4.488 -8.174  0.60
H -2.943 -4.084 -9.736  0.04
H -5.817 -4.110 -8.733  0.36
H -5.021 -5.292 -9.692  0.38
H -5.649 -2.370 -10.474  0.29
H -6.523 -3.859 -11.057  0.37
H -4.877 -3.551 -11.538  0.30
H -2.499 0.296 -7.608  0.81
H -1.632 -0.073 -6.201  0.56
H -4.190 -0.581 -5.256  0.20
H -4.609 0.422 -6.552  0.58
H -3.018 2.152 -5.725  0.34
H -2.609 1.086 -4.371  -0.01
H -4.349 2.989 -4.101  0.40
H -4.975 1.561 -3.460  0.34
H -5.539 2.236 -5.040  0.36
Cl -3.773 -2.164 0.555  -0.66
Cl -0.110 -1.798 4.884  -0.87
Cl 3.001 8.061 -4.453  -0.77

- HOMO energy: -13.13 eV
- Net charge: +3
- E_tot: -4483.31195 hartree